10
Properties=species:S:1:pos:R:3:forces:R:3 method="wB97M-V/def2-TZVPD" homo_lumo_gap_ev="8.7 / 7.8"
C 0.501559 1.238147 1.382838 -0.13 -0.18 0.52
C -1.186155 -1.060887 -0.647269 -0.10 -1.33 -2.71
O 0.166103 0.149802 1.709539 -0.09 -1.20 -0.10
O 2.116140 -0.748780 -1.046853 -0.10 0.50 -0.19
S 0.798295 1.807063 -0.289391 0.33 0.98 0.35
S 1.110809 0.194321 -1.571979 -0.92 -1.42 0.64
H 0.624704 1.942879 2.216277 0.29 0.98 -0.63
H -2.062245 -0.845359 -1.220545 -0.23 0.40 -0.72
H -0.887250 -2.098157 -0.776995 0.47 0.34 0.34
H -1.181959 -0.579029 0.244377 0.49 0.93 2.51

14
Properties=species:S:1:pos:R:3:forces:R:3 method="wB97M-V/def2-TZVPD" homo_lumo_gap_ev="7.7 / 7.7"
C -1.253252 -0.127676 -0.169394 2.77 -2.07 -2.27
C 1.102228 0.031351 0.685848 -1.51 3.02 -0.51
C -1.778291 1.257668 -0.006395 0.14 -1.49 -0.62
C 1.710536 -1.295801 0.485339 1.19 -0.83 1.76
N -1.289261 -1.166987 -0.907031 0.00 1.70 2.44
N 1.388035 1.239353 0.922410 -0.49 -1.55 -0.24
H -2.707926 1.477103 -0.512063 -0.30 -0.04 -0.27
H -1.878953 1.337032 1.034072 -0.30 0.73 1.56
H -0.977346 1.906269 -0.328838 0.21 0.29 -0.02
H 2.854576 -1.184737 0.667841 -1.69 -0.45 -0.85
H 1.372722 -1.759423 -0.472008 0.52 0.50 0.70
H 1.354038 -1.990666 1.332370 0.33 1.02 -1.28
H -2.101290 -1.520966 -1.417430 -0.20 0.79 -0.07
H 2.269378 1.772099 1.145343 -0.67 -1.61 -0.31

111
Properties=species:S:1:pos:R:3:forces:R:3 method="wB97M-V/def2-TZVPD" homo_lumo_gap_ev="7.3 / 7.7" multiplicity=2 total_charge=+1
Cr -0.148922 0.181766 -0.292014 0.56 1.69 -0.10
C 0.492408 2.250857 4.128845 0.05 0.09 -0.13
As 0.277350 0.571057 3.138348 -0.07 -0.41 0.45
C -1.077570 -0.111359 4.418093 -0.04 0.05 -0.05
C 1.701910 -0.497483 3.985416 0.14 -0.13 -0.16
C 2.557051 0.077320 4.924296 -0.02 0.16 -0.10
C 3.513751 -0.675589 5.585997 0.01 0.00 -0.03
C 3.634878 -2.029373 5.310948 0.05 0.00 0.05
C 2.794612 -2.610873 4.377606 -0.04 -0.01 -0.07
C 1.825719 -1.865877 3.705417 0.08 0.20 0.10
As 0.609655 -2.739157 2.443668 0.15 -0.09 0.20
C 1.926354 -3.868019 1.501709 0.03 0.00 -0.05
C -0.048724 -4.114641 3.686370 -0.09 0.01 -0.04
H 0.588722 2.049745 5.195026 -0.04 -0.03 -0.03
H -0.401469 2.853375 3.968685 -0.02 -0.03 -0.04
H 1.348139 2.829038 3.785330 0.08 -0.03 -0.10
H -0.648587 -0.080323 5.418623 0.03 0.05 -0.01
H -1.349217 -1.143377 4.198960 0.06 0.02 0.01
H -1.975143 0.509745 4.398597 -0.01 -0.03 -0.05
H 2.484350 1.134750 5.139624 0.06 0.00 0.03
H 4.160149 -0.204465 6.316010 -0.01 -0.01 -0.02
H 4.375152 -2.629540 5.824992 -0.01 0.01 -0.01
H 2.892525 -3.671498 4.172297 0.00 0.01 0.02
H 1.657281 -4.918342 1.606028 -0.03 0.02 0.02
H 2.924466 -3.709849 1.906969 -0.04 -0.02 0.03
H 1.941730 -3.621717 0.442141 -0.05 0.02 -0.04
H 0.768466 -4.614357 4.204764 0.05 0.04 -0.03
H -0.626676 -4.853978 3.131925 0.03 0.06 -0.02
H -0.699952 -3.650731 4.427459 0.00 0.01 0.00
C -1.876697 -6.106006 0.861973 -0.08 -0.04 0.02
C -2.781249 -5.299083 1.533815 0.02 -0.03 -0.02
C -2.775085 -3.922126 1.339487 0.02 0.00 -0.09
C -1.867197 -3.349830 0.454510 0.21 -0.01 -0.01
C -0.964685 -4.170555 -0.226509 -0.07 0.05 0.02
C -0.965616 -5.539270 -0.021100 0.04 0.02 -0.02
P -1.889392 -1.586420 -0.060964 -0.97 -0.56 -0.10
C -3.439688 -1.001339 0.712481 0.17 0.18 0.19
C -3.441070 -0.866472 2.103204 0.02 -0.08 -0.16
C -4.556633 -0.381256 2.764591 0.00 0.00 0.06
C -5.686877 -0.023610 2.039746 0.01 0.02 0.01
C -5.686749 -0.141323 0.658280 -0.04 0.02 -0.05
C -4.566521 -0.623255 -0.009512 0.05 -0.01 0.05
C -2.344558 -1.857639 -1.792404 -0.01 0.03 0.05
C -3.323844 -2.730525 -2.197416 0.04 0.10 0.00
C -3.555152 -2.932015 -3.568721 -0.08 -0.06 0.00
C -2.806421 -2.262215 -4.498186 0.01 0.02 -0.05
C -1.792957 -1.358961 -4.107474 -0.02 0.04 0.16
C -1.011000 -0.648613 -5.048632 0.09 0.08 -0.08
C -0.019304 0.179626 -4.614000 -0.08 -0.01 -0.13
C 0.233307 0.331601 -3.232376 0.23 -0.01 0.16
C -0.513288 -0.284399 -2.272441 -0.21 -0.24 0.47
C -1.548984 -1.157185 -2.720962 -0.11 0.03 -0.16
H -1.894611 -7.177986 1.011437 0.02 0.02 0.00
H -3.505531 -5.742033 2.205958 0.02 0.03 0.01
H -3.501291 -3.312549 1.856923 -0.01 -0.01 0.01
H -0.292826 -3.727051 -0.954495 0.07 -0.05 0.03
H -0.272489 -6.169947 -0.563727 0.00 0.03 0.01
H -2.555708 -1.163552 2.654156 -0.10 0.07 0.00
H -4.552113 -0.278211 3.843236 0.02 -0.05 -0.02
H -6.561880 0.346772 2.558573 0.00 0.01 -0.04
H -6.561813 0.146618 0.088273 0.01 -0.02 0.03
H -4.574969 -0.704385 -1.087950 -0.01 0.02 0.00
H -3.920627 -3.261713 -1.464971 0.03 -0.05 -0.01
H -4.325892 -3.624962 -3.881741 0.02 0.02 -0.01
H -2.976111 -2.424133 -5.556874 -0.01 0.01 0.03
H -1.206876 -0.774825 -6.107216 0.00 -0.02 0.03
H 0.583110 0.734063 -5.324723 0.01 -0.04 0.03
H 1.041547 0.967694 -2.931021 0.23 0.11 0.02
O 0.950761 1.715391 -0.111786 -0.02 -0.34 -0.67
C 1.745668 2.885499 -0.241384 -0.11 0.19 0.01
C 0.843266 4.125017 -0.183627 -0.14 -0.34 0.04
C 0.673909 5.181355 -1.027211 0.00 0.11 0.07
C -0.331615 6.095200 -0.592271 0.05 0.04 -0.09
C -0.897894 5.725202 0.581667 -0.01 -0.13 0.20
S -0.218505 4.264846 1.172116 0.00 0.10 -0.11
C 2.623177 2.926987 -1.511748 -0.24 -0.14 -0.02
C 3.986722 2.827746 -1.578356 0.08 0.00 -0.07
C 4.512493 2.945312 -2.894088 0.06 -0.03 0.07
C 3.542862 3.142282 -3.821931 -0.21 0.01 -0.04
S 1.993051 3.201735 -3.101493 0.07 -0.03 0.03
C 2.728606 2.972019 0.921313 -0.27 -0.27 0.05
C 3.162500 4.071987 1.590585 0.03 0.00 0.08
C 4.176475 3.773991 2.549054 -0.05 0.10 -0.02
C 4.494195 2.455477 2.573255 0.05 -0.25 -0.01
S 3.554230 1.554901 1.451436 -0.17 0.10 0.29
H 1.243503 5.340577 -1.927515 0.02 -0.02 0.02
H -0.610967 6.982419 -1.143491 0.03 -0.01 0.05
H -1.667141 6.226901 1.149554 0.03 0.01 -0.07
H 4.628821 2.705591 -0.719066 -0.07 0.02 0.03
H 5.568353 2.903947 -3.122671 -0.04 -0.01 -0.01
H 3.641368 3.269240 -4.889391 0.03 0.01 0.05
H 2.781095 5.066944 1.405542 -0.01 -0.04 0.00
H 4.627217 4.515115 3.194395 0.04 -0.04 -0.04
H 5.220940 1.946274 3.187485 -0.05 0.05 0.05
C 4.772979 -2.042899 0.064141 -0.11 0.07 -0.04
C 4.072804 -1.068232 -0.893444 0.37 -0.15 0.05
C 2.650748 -0.947370 -0.634335 0.18 -0.29 -0.07
N 1.530956 -0.845536 -0.433201 0.47 -0.27 0.00
H 5.846465 -1.996291 -0.107230 0.00 -0.02 0.01
H 4.437659 -3.064778 -0.106473 0.01 0.02 0.04
H 4.571025 -1.773200 1.101307 0.02 -0.02 0.00
H 4.208493 -1.375627 -1.931752 -0.06 0.03 -0.02
H 4.494483 -0.067266 -0.789852 -0.06 0.06 -0.05
S -3.660702 2.911153 0.615677 0.14 -0.15 -0.04
C -3.434553 2.819106 -1.079395 -0.09 0.08 0.14
C -2.403920 1.992633 -1.364239 0.03 0.00 -0.14
N -1.793092 1.430848 -0.264007 -0.39 0.20 0.04
C -2.360905 1.843406 0.839686 -0.21 0.19 -0.08
H -4.066223 3.365342 -1.760382 0.06 -0.03 -0.02
H -2.047320 1.751564 -2.353458 0.03 -0.01 0.03
H -2.033475 1.545128 1.821127 0.01 -0.05 0.02

78
Properties=species:S:1:pos:R:3:forces:R:3 method="wB97M-V/def2-TZVPD" homo_lumo_gap_ev="9.3 / 5.9" multiplicity=2 total_charge=+1
Ag 1.175626 -1.741537 -2.656354 -0.27 -0.17 0.04
C -0.895092 0.620545 0.980930 -0.20 0.67 -0.96
C 0.183773 -0.252395 0.345247 0.26 -0.52 1.67
C 0.810562 -1.203916 1.366977 -0.02 -1.29 0.20
O -0.196728 -0.896037 -0.810645 0.15 0.70 0.45
H -1.855486 0.137498 1.158785 0.16 -0.35 -0.11
H -1.051126 1.418117 0.251272 -0.38 0.23 0.21
H -0.595939 1.099204 1.912218 0.35 -0.19 -0.04
H 1.013096 0.424223 0.086539 0.18 0.19 -0.63
H 1.527683 -1.890917 0.919273 -0.17 -0.02 -0.25
H 0.015307 -1.819639 1.792695 -0.07 -0.05 -0.06
H 1.329620 -0.785751 2.229666 -0.17 0.74 -0.25
C 3.726555 -1.649041 -0.393370 1.66 0.63 0.14
O 3.200974 -2.221680 -1.575628 -1.12 -0.12 -0.06
H 3.797712 -2.323606 0.460873 0.01 -0.46 -0.36
H 4.712974 -1.313302 -0.720187 0.27 0.06 0.83
H 3.247421 -0.754411 0.006055 -0.64 -0.02 -0.73
H 3.940699 -2.487738 -2.123815 -0.05 -0.19 0.00
C -2.364756 3.482760 2.352090 -0.56 -0.46 1.51
O -3.350226 4.442216 2.053251 0.17 0.41 -0.87
H -1.819775 3.179529 1.461875 -0.11 0.25 -0.03
H -1.687560 3.808552 3.146388 0.38 0.43 -0.36
H -2.824418 2.610576 2.827108 -0.05 -0.37 -0.43
H -4.075648 4.448806 2.680400 0.18 -0.21 0.20
C -2.589730 1.868264 -2.079589 0.50 1.18 -0.98
O -2.415923 0.462391 -2.132982 -0.14 0.16 0.46
H -2.516729 2.361801 -1.108609 -0.15 -0.60 0.37
H -1.813156 2.342679 -2.688673 0.09 0.10 -0.06
H -3.522993 2.196234 -2.534482 -0.19 -0.55 0.10
H -1.652324 0.260499 -1.576538 -0.14 -0.25 0.33
C 1.177666 -5.024038 0.897776 -1.24 -0.47 -0.26
O 2.375305 -5.016523 0.149612 -0.17 0.52 0.21
H 0.907225 -4.137084 1.478818 0.71 0.34 0.07
H 0.337268 -5.100415 0.205073 0.20 -0.05 -0.30
H 1.045022 -5.877738 1.566063 0.51 -0.11 0.08
H 3.115600 -4.895496 0.758485 -0.07 -0.26 0.21
C -0.587712 4.812069 -0.756282 0.85 -0.52 -0.47
O 0.204664 5.995562 -0.600920 -1.01 -0.43 0.59
H -0.123456 3.978898 -0.222936 0.54 0.14 -0.08
H -1.604814 4.758158 -0.362409 -0.15 0.98 -0.09
H -0.557755 4.600500 -1.827333 -0.47 -0.46 -0.01
H -0.396336 6.719091 -0.804484 0.24 0.25 0.07
C -2.390731 -3.233833 0.839985 -0.40 0.50 -0.27
O -1.748278 -3.351570 -0.419650 0.53 -0.40 0.14
H -1.755349 -3.374774 1.718777 0.34 -0.03 -0.15
H -2.779338 -2.212428 0.823111 -0.59 -0.16 0.76
H -3.184454 -3.975627 0.906465 -0.09 0.18 -0.14
H -1.271953 -2.522120 -0.519798 0.15 -0.17 -0.37
C -4.897127 0.969508 1.044462 0.82 -0.02 -1.42
O -5.763164 -0.134055 1.087765 -0.23 -0.06 0.05
H -3.988628 0.720007 0.478212 0.44 -0.37 0.45
H -5.277869 1.720581 0.346304 -0.42 0.68 0.86
H -4.618207 1.301963 2.040994 -0.34 0.21 -0.09
H -6.189967 -0.122509 0.227269 -0.27 -0.44 0.12
C 2.656007 2.413427 2.342935 0.01 0.18 -0.75
O 2.388500 3.717582 2.791174 -0.12 0.22 -0.10
H 2.550404 1.698463 3.156597 0.26 0.05 -0.06
H 1.958410 2.173560 1.529494 -0.22 -0.42 0.08
H 3.639251 2.450607 1.865142 0.25 -0.80 0.37
H 2.619810 4.219886 2.003254 -0.22 0.77 0.41
C 1.534509 1.512780 -3.020773 -0.47 -0.65 0.23
O 2.318329 0.313143 -3.033917 0.23 0.28 -0.06
H 0.833459 1.392812 -2.193372 0.21 0.24 0.23
H 2.182994 2.373040 -2.869408 -0.29 0.17 -0.18
H 0.888054 1.541250 -3.898828 0.34 0.45 -0.25
H 3.048214 0.439655 -3.647610 0.04 -0.10 -0.03
C -0.790459 -0.517785 -5.135738 -0.33 0.59 -0.28
O -0.760253 -0.970189 -3.782084 0.67 -0.01 -0.04
H -1.131283 -1.332807 -5.770655 0.19 0.05 -0.09
H -1.449792 0.340983 -5.280318 -0.48 -0.25 0.32
H 0.153797 -0.091042 -5.480246 0.41 -0.61 0.19
H -1.350680 -0.432064 -3.226418 -0.32 0.02 -0.28
C 3.725964 -3.621476 3.209070 -0.13 -0.07 1.29
O 3.865463 -4.884548 2.581447 -0.12 0.33 -0.37
H 4.537090 -2.914913 3.025902 -0.04 -0.01 -0.49
H 2.744349 -3.203008 2.988682 0.14 -0.03 -0.62
H 3.681498 -3.720798 4.297602 0.17 -0.23 0.09
H 4.674358 -5.320635 2.861902 0.03 0.09 0.11

In the order shown, the computed energy above the lowest of the compared OMol25 structures with the same formula, charge and spin values come out to 86.3; 108.6; 0.0; 34.9 kcal per mole.